Entry 1:
Formula: C25H44GeMnN4OSi
Source: the OMol25 dataset
Level of theory: ωB97M-V/def2-TZVPD

Positions of all 77 atoms, in Å:
H (-2.5038, 1.1679, -4.6804)
C (2.4019, -0.7390, 2.7184)
H (-2.6720, 3.8952, -3.0898)
N (-0.9964, 1.5409, 1.3038)
H (-2.7040, -3.0189, -3.0602)
C (-2.1734, -3.1623, -2.1582)
H (0.6381, -3.0688, 4.5259)
C (4.4545, -0.1995, -0.1643)
H (1.9785, -4.2286, -1.1030)
H (-2.7000, -0.4318, -3.9021)
Si (3.1258, 1.1163, 0.2299)
H (-0.1747, -2.5024, -3.4520)
H (-0.2465, -4.0082, -0.2796)
C (-1.9112, 4.4434, 4.2018)
N (-0.0612, -1.9772, -2.5881)
H (-1.9603, -5.2775, -1.7384)
H (0.2668, 2.8965, 0.3907)
H (-1.0266, -4.7552, -3.0486)
H (5.4340, 0.3097, -0.2260)
C (-2.3390, 2.2348, 3.1326)
C (1.1765, -3.8466, -1.7744)
Mn (-0.1881, -0.0362, 0.0083)
H (0.4413, 2.0810, -1.2920)
H (-2.9979, 4.8400, 4.2541)
C (-1.7751, 3.5033, 3.0674)
H (1.5469, -4.2511, -2.7677)
H (-3.8625, 2.4245, -1.2674)
H (-1.6829, 3.8996, 5.0314)
C (1.2167, -2.3259, -1.9546)
C (-2.0582, 0.4503, -4.0074)
C (0.8815, -2.4383, 3.7179)
H (4.9110, 2.3716, 1.2653)
H (-1.5922, -2.7679, 1.4426)
C (-0.0313, -2.1710, 2.6746)
C (-1.9679, 1.3210, 2.2259)
H (3.9036, 2.7005, -1.4916)
H (-1.2659, 5.3720, 4.1451)
Ge (-1.7908, 1.5569, -2.3757)
H (3.8871, 1.8265, 2.5936)
H (2.0690, -1.9552, -2.4661)
H (-1.1112, 0.1332, -4.5397)
C (2.8959, 2.2635, -1.2348)
H (-0.8872, 3.9698, -2.8660)
H (-1.4651, 3.1529, -4.3315)
H (-2.8748, -3.0681, -1.3318)
C (1.4967, -0.5657, 1.6816)
H (-2.0969, -2.3698, 3.1488)
H (-2.9910, 1.8836, 3.9127)
H (4.4483, -0.9669, 0.6313)
H (0.1391, -5.4927, -1.0003)
C (-0.9692, 3.8417, 1.9993)
C (2.0960, -1.6682, 3.7145)
H (2.7351, -1.8238, 4.5990)
C (-0.5428, 2.8082, 1.1932)
C (-0.0473, 1.1618, -1.5266)
H (2.4196, 1.8792, -2.1492)
H (0.5406, 0.6089, -2.2679)
C (-3.3637, 1.4585, -1.1884)
H (-2.2825, 0.2919, 2.2229)
H (-0.6690, 4.8479, 1.8363)
N (0.3458, -1.2717, 1.6724)
H (-4.0357, 0.7489, -1.6152)
H (4.2270, -0.7268, -1.0743)
H (2.1730, 2.9661, -0.9394)
C (-1.3643, -4.4714, -2.1065)
C (-1.3684, -2.8267, 2.4983)
N (1.6621, 0.2439, 0.5862)
C (-0.0707, -4.4364, -1.2551)
H (1.3181, -1.8411, -1.0097)
H (-1.2577, -3.9173, 2.7837)
H (3.2875, -0.1676, 2.8904)
O (-1.3673, -1.3512, -0.8154)
C (3.8194, 2.1978, 1.5252)
H (3.5279, 3.2243, 1.5599)
H (-3.1105, 1.2058, -0.1578)
C (-1.1933, -2.0483, -1.8329)
C (-1.7144, 3.3356, -3.2549)

Summary:
- multiplicity = 5
- E_HOMO (spin up / spin down) (eV) = -10.49 / -10.67
- net charge = +1
- energy above the lowest of the compared OMol25 structures with the same formula, charge and spin (eV) = 1.210
- ⟨S²⟩ = 6.137
- total energy (hartree) = -4790.51870


Entry 2:
Formula: C25H44IrN2O4Si
Source: the OMol25 dataset
Level of theory: ωB97M-V/def2-TZVPD

Positions of all 77 atoms, in Å:
C (0.5046, 0.9997, -5.7254)
H (2.7010, 6.2452, -2.6584)
C (-3.6518, 1.6925, 2.4193)
H (2.2630, -0.9331, 3.2337)
H (-0.5852, 1.5243, 3.5330)
H (-3.3390, 2.7100, 2.1523)
C (-1.2899, -3.0861, 0.0853)
C (1.8310, 2.9513, -2.7790)
Ir (1.9682, 0.4711, -1.0580)
C (-3.4820, 0.7525, 1.2268)
C (2.6858, 0.5112, 0.8193)
H (-4.2308, 0.5513, -0.8111)
H (1.0499, 3.0768, -5.3993)
C (1.3232, 1.8870, -3.6380)
H (-4.7102, 1.7224, 2.7150)
H (2.5101, -1.9370, -1.8893)
H (4.2129, -0.7200, -1.1927)
C (-0.1962, -3.4920, 1.0568)
C (-1.0647, -1.0778, 4.1370)
H (-0.4242, -3.1684, 2.0777)
C (-1.0208, -3.6995, -1.2863)
C (0.3177, 0.9367, 3.7338)
O (-1.3885, -1.6462, -0.0860)
H (-3.0618, 1.3504, 3.2837)
C (-4.3208, 1.2379, 0.0426)
H (-0.8121, -1.0552, 5.2104)
C (2.5623, 5.2139, -2.3420)
O (-0.0867, -0.6845, 1.9245)
H (-0.0444, -3.4133, -1.6912)
H (-5.3766, 1.2689, 0.3520)
H (3.2974, 5.4853, -0.3093)
H (-1.0482, -4.7959, -1.2008)
H (2.0587, -0.1086, 1.4730)
H (0.5312, 0.9937, 4.8150)
H (-1.7945, -3.3922, -1.9977)
C (2.8890, 4.8023, -1.0496)
C (2.0604, 4.2670, -3.2270)
C (0.1163, -0.5234, 3.3558)
H (-3.4413, -3.3569, -0.0678)
H (1.2497, -2.3782, 3.4278)
C (0.9157, -0.4095, -3.8085)
N (1.2797, 0.6503, -3.0706)
C (-3.9353, -0.6510, 1.5994)
C (3.8641, 0.2499, -1.5592)
H (2.6568, 1.5365, 1.2022)
H (-4.0181, 2.2437, -0.2712)
H (3.9386, 0.2863, -2.6464)
H (-3.9249, -1.3096, 0.7239)
Si (-0.8342, -0.2215, 0.5420)
H (-1.9691, -0.4747, 3.9933)
H (-2.8412, -3.2836, 1.6089)
C (2.7050, 3.4725, -0.6827)
H (1.5055, -1.2794, 4.8038)
C (0.4947, -0.2631, -5.1296)
C (0.9576, 2.0780, -4.9812)
H (-0.1274, -4.5937, 1.0730)
H (0.1741, -1.1506, -5.6673)
H (-3.3112, -1.0769, 2.3960)
H (2.5290, -1.8680, -0.1105)
H (0.1784, 1.1402, -6.7545)
H (-4.9694, -0.6143, 1.9785)
N (2.1462, 2.5747, -1.5118)
H (1.8465, 4.5010, -4.2616)
H (0.9844, -1.3838, -3.3193)
H (1.1574, 1.3815, 3.1883)
O (-2.0880, 0.7852, 0.8620)
C (1.3626, -1.3268, 3.7148)
C (1.9832, -1.5461, -1.0077)
H (-2.5536, -4.7398, 0.6291)
H (0.7876, -3.1076, 0.7673)
H (-1.2801, -2.1178, 3.8608)
H (3.0220, 3.1096, 0.2941)
H (4.4538, 1.0448, -1.1026)
C (-2.6149, -3.6395, 0.5956)
H (0.9630, -1.9577, -0.9786)
H (3.7256, 0.1611, 0.8432)
O (0.0733, 0.6167, -0.4789)

Summary:
- multiplicity = 6
- E_HOMO (spin up / spin down) (eV) = -11.44 / -15.44
- net charge = +2
- energy above the lowest of the compared OMol25 structures with the same formula, charge and spin (eV) = 0.000
- ⟨S²⟩ = 8.794
- total energy (hartree) = -1782.65260


Entry 3:
Formula: C25H45BCoN11O2
Source: the OMol25 dataset
Level of theory: ωB97M-V/def2-TZVPD

Positions of all 85 atoms, in Å:
H (3.3469, -3.6105, 0.8788)
C (-0.4277, 0.4486, 5.1197)
H (-3.0297, 0.3540, 4.2683)
H (-0.2659, 2.7846, -3.7370)
C (-0.5037, -4.1211, 2.2469)
H (0.5349, -4.4428, -2.2607)
H (-1.0219, -4.5135, 3.1185)
H (2.5334, 3.9525, 0.0150)
H (-0.4456, 2.0893, 2.0914)
H (-0.2717, 2.7810, 3.6960)
H (-2.9993, 0.3222, -4.2358)
C (-0.5511, -2.6246, -2.2479)
H (-5.7528, 1.5220, -0.0278)
C (2.2409, 2.9072, 0.0024)
H (5.1863, 1.6226, -1.2880)
H (3.3442, -3.5994, -0.8772)
O (-0.8424, 2.6711, -0.0209)
C (-0.9726, -1.8117, -3.2915)
H (3.7174, 2.1497, 2.1660)
H (0.9166, 1.6166, 3.1173)
C (3.2163, -1.6663, 0.0090)
C (-0.1391, 1.8735, 3.1140)
C (3.9888, -0.5105, 0.0102)
C (-0.9640, 0.7320, 3.7069)
O (-2.8172, 3.5268, -0.1179)
H (-2.5310, 2.0118, -4.4028)
N (-2.9751, -1.2660, 0.0224)
H (5.1928, 1.6693, 1.3249)
Co (-0.1009, 0.7127, 0.0174)
C (-0.7784, -0.4957, -2.8648)
H (-2.9714, -1.8271, -0.8266)
H (-0.9535, -4.5109, -1.3261)
N (-2.0871, 2.5728, -0.0500)
N (-0.1516, -1.8194, -1.2448)
H (-0.3679, 2.1058, -2.1197)
N (-0.1453, -1.8364, 1.2697)
H (1.6301, 2.7244, 0.8862)
H (-3.0645, -1.8823, 0.8273)
C (-0.8009, -0.5103, 2.8775)
C (3.4738, 2.0126, 0.0108)
H (-0.9757, -4.5097, 1.3468)
N (-4.7920, 1.8258, -0.0400)
H (0.5225, -4.4864, 2.2690)
N (-0.3185, -0.5278, -1.6048)
H (-0.3383, 1.3584, -5.6916)
H (4.6420, 3.3385, 1.2494)
H (-4.9848, -0.6637, -0.0399)
N (1.9247, -1.2868, 0.0087)
B (0.6633, -2.1860, 0.0077)
C (-2.4191, 1.1242, -3.7858)
H (0.5673, 0.0145, 5.0690)
H (5.0561, -0.4625, 0.0122)
H (-1.0158, -4.4950, -3.0963)
H (-2.8591, 1.3539, 2.8207)
N (1.8479, 0.0673, 0.0108)
C (3.6925, -3.0639, 0.0037)
C (-0.9736, -1.8264, 3.3131)
C (4.3363, 2.2957, -1.2334)
C (-2.4403, 1.1395, 3.8028)
H (4.7771, -3.0628, 0.0039)
C (-0.4242, 0.4324, -5.1297)
H (-0.3661, 1.3747, 5.6842)
H (1.6501, 2.7374, -0.8966)
N (-4.0208, -0.3429, 0.0025)
C (4.3129, 2.3037, 1.2696)
H (0.5572, -0.0333, -5.0910)
N (-2.4815, 1.3231, -0.0055)
H (-2.8253, 1.3347, -2.7973)
C (3.0925, 0.5658, 0.0102)
C (-3.7820, 0.9708, -0.0163)
C (-0.1019, 1.8845, -3.1517)
C (-0.4988, -4.1021, -2.2252)
H (4.7114, 3.3135, -1.1898)
C (-0.9368, 0.7341, -3.7109)
H (0.9736, -3.3158, -0.0067)
H (-1.0766, -0.2279, 5.6658)
H (-1.3501, -2.1550, 4.2589)
C (-0.5396, -2.6418, 2.2755)
H (3.7486, 2.1875, -2.1417)
H (-1.3515, -2.1367, -4.2382)
H (-4.5972, 2.8242, -0.0236)
H (-1.1002, -0.2204, -5.6726)
N (-0.3307, -0.5461, 1.6216)
H (-2.5242, 2.0332, 4.4165)
H (0.9555, 1.6379, -3.1919)

Summary:
- multiplicity = 5
- E_HOMO (spin up / spin down) (eV) = -14.37 / -14.33
- net charge = +2
- ⟨S²⟩ = 6.015
- total energy (hartree) = -3139.52046